Formula: C3H6FIN2O5S2
Source: the OMol25 dataset
Level of theory: ωB97M-V/def2-TZVPD

```
20
Properties=species:S:1:pos:R:3:forces:R:3
N 2.49079 -0.87684 1.80189 1.0 4.1 -2.9
S 1.85201 0.34817 1.18348 3.1 -2.1 -0.2
O 0.94212 1.17559 1.86115 -1.5 1.2 0.3
O 1.31242 0.29036 -0.61336 0.3 0.9 2.2
C 0.37659 1.21245 -1.00844 0.7 2.9 -4.2
F 0.80618 2.61233 -0.84202 -0.5 -2.5 0.2
C -1.06137 1.03352 -0.66658 -0.9 -3.6 1.3
O -1.23926 -0.27291 -1.44485 0.2 0.8 -0.9
S -0.87866 -1.63780 -0.66230 -0.9 0.2 -0.3
N 0.26637 -2.45255 -1.24511 0.3 2.6 0.4
O -2.09686 -2.31516 -0.46259 -0.5 -1.3 -0.1
O -0.74623 -0.79902 0.77074 1.0 -0.4 -0.1
C -1.37638 0.42511 0.64498 -2.0 -1.7 1.3
I -3.66163 0.13919 0.55372 0.4 0.4 0.4
H 2.10176 -1.67346 2.11572 -2.2 -3.1 1.2
H 3.04637 0.95467 0.96194 -0.8 0.3 -0.6
H 0.21630 1.05323 -2.18223 1.4 0.6 2.2
H -1.96689 1.63610 -0.80097 1.2 0.8 -1.3
H 0.97664 -1.72996 -1.55988 -0.6 -1.2 0.4
H -1.36028 0.87699 1.59470 0.5 1.1 0.6
```
Positions in Å, forces in eV/Å.

- SMILES: N=[S@H](=O)O[C@H](F)[C@H]1O[S@](=N)(=O)O[C@@H]1I
- HOMO level: -9.492 eV
- Spin multiplicity: 1
- Relative energy (zero: lowest compared OMol25 entry of this formula, charge and spin): 0.000 eV
- LUMO energy: -0.428 eV